Record 1
Here is C2F6NO2S2Yb as an isolated structure in a non-equilibrium geometry from the Open Molecules 2025 dataset. Energies are from the ωB97M-V functional and the def2-TZVPD basis.

- maximum force (eV/Å) = 1.4
- electronic energy (hartree) = -2835.46350
- orbital gap (eV) = 8.0

The geometry in ORCA input format:
```
! RIJCOSX wB97M-V def2-TZVPD def2/J DEFGRID3
* xyz 1 1
Yb 2.4588 0.5959 -0.1718
N -1.1395 0.5287 0.0713
S -0.4456 -0.6280 0.9992
O 1.0944 -0.7228 0.9059
C -0.6068 0.3315 2.6082
F -1.7938 0.8911 2.6742
F 0.3379 1.2611 2.6631
F -0.4451 -0.5201 3.6010
S -0.6738 0.8026 -1.4389
O 0.8661 0.9645 -1.5436
C -0.8462 -0.8460 -2.3661
F 0.3176 -1.4674 -2.4731
F -1.7047 -1.6157 -1.7237
F -1.3120 -0.5838 -3.5756
*
```

=====

Record 2
Here is C2F6NO4S5SbY as an isolated structure in a non-equilibrium geometry from the Open Molecules 2025 dataset. Energies are from the ωB97M-V functional and the def2-TZVPD basis.

- maximum force (eV/Å) = 1.2
- electronic energy (hartree) = -3300.75225
- orbital gap (alpha / beta) (eV) = 8.9 / 6.2

The geometry in ORCA input format:
```
! RIJCOSX wB97M-V def2-TZVPD def2/J DEFGRID3
* xyz 0 2
Y -0.0239 1.2900 0.2754
S -1.9007 4.8685 2.2809
Sb 0.2698 4.0271 2.2143
S -0.1475 1.6394 2.7205
S 0.4698 3.6950 -0.2181
F 3.7311 -1.1142 0.1936
C 2.4329 -1.2541 0.3042
F 1.9672 -0.3573 1.2254
F 2.1392 -2.4722 0.6992
S 1.5344 -0.7698 -1.2554
O 1.6204 0.6872 -1.1735
O 2.0644 -1.4190 -2.3922
N 0.1079 -1.2136 -0.7307
S -1.2719 -0.8301 -1.4066
O -1.6251 -1.4790 -2.6102
O -1.4612 0.6207 -1.3094
C -2.3111 -1.4116 0.0187
F -3.5823 -1.1576 -0.1922
F -1.8770 -0.6645 1.0735
F -2.1363 -2.6850 0.2826
*
```